Record 1
This record from OMol25 describes a cluster of 8 separate species, C28H67ClO9 in total. The level of theory is the ωB97M-V functional and the def2-TZVPD basis.

Summary:
SMILES string: O=C1C[C@H](CCCCl)CO1.CC(C)O.CC(C)O.CC(C)O.CC(C)O.CC(C)O.CC(C)O.CC(C)O
E_LUMO, eV: 0.458
Molar mass, g mol⁻¹: 583.3
E_HOMO, eV: -9.91

Atoms and positions in Å:
O 0.60968 1.01550 0.56850
C 0.26596 -0.13890 -0.00782
C -0.52842 -0.24666 -1.43820
C -1.48964 -1.53338 -1.10913
C -2.60014 -1.45474 0.09413
C -4.08434 -1.28650 -0.65688
C -4.16442 0.31667 -1.09836
Cl -5.03510 0.50736 -2.72452
C -0.30112 -2.51310 -0.48803
O 0.40411 -1.54322 0.40988
H -1.03759 0.71396 -1.87321
H 0.12840 -0.64698 -2.33998
H -1.92670 -1.80051 -2.17735
H -2.46795 -0.56205 0.83936
H -2.63421 -2.45826 0.73950
H -4.13701 -1.97268 -1.60944
H -4.92711 -1.48568 0.13328
H -3.09582 0.81632 -1.04866
H -4.84049 0.84677 -0.26978
H 0.33084 -2.72864 -1.47715
H -0.80114 -3.45922 0.02827
C -1.77961 -2.84589 -6.37752
C -0.98583 -2.00535 -5.39009
C 0.43815 -1.78045 -5.87296
O -0.95758 -2.66295 -4.12598
H -1.32602 -3.83554 -6.50324
H -2.79864 -3.01002 -6.01109
H -1.83330 -2.35937 -7.35643
H -1.48256 -1.03964 -5.24617
H 0.97041 -2.73224 -5.98076
H 1.00112 -1.18454 -5.14662
H 0.45095 -1.26186 -6.83669
H -0.51826 -3.52144 -4.24415
C 3.91146 0.67706 3.99567
C 3.11520 1.97111 3.94055
C 1.70613 1.77808 4.47786
O 3.04808 2.42713 2.59193
H 3.44044 -0.09941 3.38234
H 4.91933 0.82805 3.59441
H 3.99477 0.30820 5.02274
H 3.62850 2.74414 4.52278
H 1.15688 1.04072 3.88165
H 1.14088 2.71447 4.42056
H 1.72333 1.44236 5.51942
H 2.59384 1.74697 2.06751
C -3.70500 -0.38323 5.15465
C -3.77879 0.23099 3.76580
C -4.08346 1.71897 3.83339
O -4.79512 -0.42548 3.01257
H -4.66021 -0.27744 5.68127
H -3.49741 -1.45671 5.09009
H -2.92122 0.08984 5.75444
H -2.82938 0.07304 3.24263
H -5.05206 1.89934 4.31309
H -4.14582 2.14505 2.82632
H -3.31094 2.25508 4.39345
H -5.64176 -0.29057 3.46971
C 1.68756 -2.30626 5.27748
C 0.95758 -3.36033 4.46036
C 1.77645 -3.79176 3.25421
O -0.29162 -2.83459 4.01956
H 1.87304 -1.40635 4.68021
H 1.08117 -1.99628 6.13528
H 2.64629 -2.68544 5.64477
H 0.74305 -4.23070 5.09003
H 1.96506 -2.94461 2.58518
H 1.23346 -4.54145 2.66877
H 2.73779 -4.21561 3.56086
H -0.11092 -2.06133 3.45975
C -0.10320 5.64707 0.14658
C -0.54940 4.92420 -1.11436
C -1.89594 4.24634 -0.91747
O 0.42482 3.94571 -1.46748
H 0.01245 4.94549 0.98047
H 0.87299 6.11974 -0.00587
H -0.82438 6.41777 0.43601
H -0.61381 5.63684 -1.94385
H -1.84391 3.49508 -0.12140
H -2.19858 3.71984 -1.82897
H -2.67090 4.97507 -0.66009
H 0.48878 3.30868 -0.73668
C 1.50480 -7.76158 -3.48076
C 0.70855 -6.46753 -3.53589
C -0.70053 -6.66057 -2.99858
O 0.64142 -6.01152 -4.88450
H 1.03378 -8.53806 -4.09410
H 2.51267 -7.61060 -3.88202
H 1.58811 -8.13044 -2.45370
H 1.22184 -5.69450 -2.95365
H -1.24978 -7.39792 -3.59478
H -1.26578 -5.72417 -3.05587
H -0.68333 -6.99628 -1.95701
H 0.18718 -6.69167 -5.40893
C 4.50054 7.04440 0.05951
C 4.20861 7.82564 -1.21173
C 3.81570 6.90078 -2.35266
O 5.36520 8.57039 -1.58437
H 5.33555 6.35057 -0.08985
H 4.79394 7.72180 0.86862
H 3.62461 6.47260 0.38147
H 3.40240 8.54356 -1.02554
H 4.62638 6.20190 -2.58762
H 3.62058 7.47575 -3.26423
H 2.91916 6.32478 -2.10307
H 6.08625 7.94104 -1.75161

Record 2
This record from OMol25 describes a cluster of 4 separate species, C28H68BF4N2O4P in total. The level of theory is the ωB97M-V functional and the def2-TZVPD basis.

Summary:
E_LUMO, eV: -4.185
Total charge: +2
Molar mass, g mol⁻¹: 614.6
E_HOMO, eV: -14.62

Atoms and positions in Å:
C -21.31839 14.19429 1.18584
C -20.19779 13.13260 0.63484
C -19.31301 13.80705 -0.40753
C -18.16173 12.77982 -0.66643
P -16.85478 13.45200 -1.68720
C -15.78708 14.56038 -0.75662
C -16.21698 16.06866 -0.66398
C -15.72202 16.99625 -1.76692
C -14.20913 16.78139 -2.15986
C -17.57243 14.30232 -3.27232
C -16.51986 14.60701 -4.42706
C -17.19864 15.38494 -5.57494
C -18.33816 14.49686 -6.25517
C -15.78238 12.07927 -2.07111
C -15.22398 11.24134 -0.88808
C -14.57262 9.88151 -1.27459
C -13.88570 9.20352 -0.04326
H -20.92565 14.98948 1.81949
H -22.08884 13.78491 1.83923
H -21.92333 14.65516 0.40499
H -20.69397 12.31742 0.10817
H -19.62270 12.66543 1.43430
H -18.83683 14.65477 0.08514
H -19.91129 13.99412 -1.29926
H -18.45978 11.96215 -1.32270
H -17.74625 12.32342 0.23200
H -14.78603 14.44462 -1.17208
H -15.71202 14.12001 0.23763
H -15.81352 16.46136 0.26935
H -17.28685 16.16592 -0.47958
H -15.80443 18.04390 -1.47752
H -16.50433 17.05703 -2.52349
H -14.11941 16.15627 -3.04828
H -13.63350 16.24298 -1.40695
H -13.77776 17.78010 -2.22767
H -18.11034 15.20171 -2.97255
H -18.39424 13.65959 -3.58796
H -16.24620 13.60424 -4.75518
H -15.63820 15.17268 -4.12572
H -16.49180 15.74127 -6.32427
H -17.62433 16.28896 -5.13949
H -19.13063 14.24364 -5.55092
H -17.90848 13.57067 -6.63683
H -18.75522 15.01448 -7.11902
H -14.94838 12.45783 -2.66207
H -16.38182 11.43426 -2.71354
H -15.98829 10.95591 -0.16526
H -14.58021 11.82825 -0.23293
H -13.85965 10.04544 -2.08262
H -15.38422 9.28206 -1.68698
H -14.63274 9.10200 0.74397
H -13.10153 9.83589 0.37300
H -13.39460 8.24578 -0.21548
C -16.74621 14.09236 7.43338
O -17.52177 15.25058 7.04866
C -17.44083 15.51769 5.65301
C -16.12289 16.15154 5.21103
N -15.70729 17.34184 6.05602
H -16.47240 18.00096 6.04044
H -15.60430 17.05690 7.01951
C -14.50173 18.20180 5.58555
C -14.61814 18.65149 4.15232
O -14.18054 17.60013 3.27529
C -14.05285 17.78692 1.89316
H -17.20121 13.14709 7.13750
H -16.83256 14.05891 8.51944
H -15.68445 14.06461 7.18844
H -18.34470 16.07154 5.39927
H -17.54598 14.56722 5.12988
H -16.16558 16.56268 4.20246
H -15.20846 15.56199 5.27698
H -13.66254 17.55762 5.84801
H -14.42167 19.06674 6.24400
H -13.94964 19.50897 4.07516
H -15.60758 19.03005 3.89581
H -13.14077 18.30212 1.59184
H -14.90803 18.40536 1.62058
H -13.96379 16.82067 1.39663
C -12.15739 12.61617 0.40185
O -12.58147 11.97527 1.57622
C -12.92147 12.77556 2.66558
C -13.24235 12.00831 3.91768
N -13.95926 10.71274 3.59512
H -14.66050 10.90857 2.89512
H -13.26236 10.08745 3.21638
C -14.52840 9.99388 4.85807
C -15.52415 8.87745 4.42782
O -14.95532 8.04254 3.44610
C -15.91902 7.05786 3.01963
H -12.83236 13.35348 -0.03276
H -12.14383 11.74797 -0.25703
H -11.17815 13.09277 0.35657
H -13.74778 13.43563 2.40171
H -12.08989 13.47901 2.70729
H -13.79874 12.61529 4.63191
H -12.28756 11.73490 4.36681
H -14.95722 10.70468 5.56445
H -13.67877 9.53378 5.36260
H -16.35313 9.32188 3.87704
H -15.99920 8.50468 5.33527
H -16.65047 7.49947 2.34282
H -16.44170 6.47490 3.77796
H -15.42179 6.22887 2.51603
B -16.72344 12.91816 2.98018
F -17.62377 11.95576 3.40352
F -15.99170 13.34933 4.01955
F -15.95768 12.33852 2.00924
F -17.52766 13.99244 2.59941

Quick rundown of calculated total energy, same order as above: -2244.23096; -2283.39094 a.u.